{"formula": "C5H31N3O10", "method": "ωB97M-V with the def2-TZVPD basis set", "total_charge": 2, "homo_ev": -15.797, "total_energy_ev": -30618.3014, "largest_force_ev_per_a": 7.29, "relative_energy_kj_mol": 412.7, "elements": ["O", "O", "O", "O", "O", "O", "O", "O", "O", "O", "N", "N", "N", "C", "C", "C", "C", "C", "H", "H", "H", "H", "H", "H", "H", "H", "H", "H", "H", "H", "H", "H", "H", "H", "H", "H", "H", "H", "H", "H", "H", "H", "H", "H", "H", "H", "H", "H", "H"], "positions_angstrom": [[1.115, 2.066, -2.667], [2.868, 0.714, 0.864], [-1.283, 0.951, -2.067], [-1.040, -3.678, 2.115], [0.529, -1.607, -3.041], [-1.565, 3.573, -1.154], [3.253, 3.295, 0.093], [2.617, -1.524, -0.236], [1.472, -2.197, 1.783], [0.058, 3.493, 0.997], [-1.487, -0.967, 2.129], [-1.239, 1.235, 2.059], [-0.064, -2.303, -0.703], [-1.980, -0.458, 0.951], [-2.404, -1.340, -0.183], [-1.516, -2.571, -0.557], [-1.165, 0.173, 2.883], [-1.828, 0.950, 0.857], [-1.627, -3.326, 0.235], [3.180, 1.197, 0.114], [0.310, -2.111, 0.186], [-0.188, -3.553, 2.544], [2.408, -2.315, 1.763], [1.159, 2.100, -3.621], [3.367, 0.823, 1.675], [0.236, -3.080, -1.230], [3.192, 4.175, -0.220], [-0.928, 2.340, 2.146], [0.299, -1.581, -3.981], [-1.321, -1.911, 2.336], [1.206, -1.302, 2.014], [-0.757, 0.027, 3.924], [3.485, -1.829, -0.324], [-2.516, 3.697, -1.201], [-0.449, 3.399, 0.258], [1.433, -1.486, -2.998], [0.190, -1.522, -1.249], [1.188, 2.924, -2.136], [-0.085, 4.212, 1.622], [-2.377, -0.750, -1.180], [-2.122, 1.141, -2.589], [-1.471, -4.197, 2.773], [2.462, 3.254, 0.613], [-0.654, 0.774, -2.770], [-1.980, -2.967, -1.427], [-3.408, -1.701, -0.077], [-2.037, 1.646, 0.156], [-1.345, 2.757, -1.642], [2.809, -0.642, 0.165]], "forces_ev_per_a": [[-0.0352, 0.4331, 2.0257], [-1.2982, -0.9299, 0.9752], [-2.3271, 0.3373, -1.1258], [0.6172, 0.6407, 0.2426], [-3.0463, -0.1853, -1.0164], [0.3239, -0.2796, 0.0941], [0.2426, -1.0343, 0.0022], [-1.0396, 0.7656, -0.8044], [-2.7587, -0.6771, 1.2332], [3.3492, -0.9058, 4.7282], [-0.7766, 6.6361, -0.0303], [0.0044, 3.2628, 1.5305], [-2.8587, 0.0777, 0.0952], [0.2504, 0.4538, -2.6189], [1.1596, 0.5452, -2.5728], [-1.6151, 0.6585, 2.1723], [1.3757, -1.7971, -0.4962], [0.9941, -6.0402, 3.9627], [0.3634, 0.2346, -0.6080], [0.8902, 1.3276, -0.2930], [1.6339, -0.8550, 1.6836], [0.8870, 0.0409, -0.3579], [0.8584, 0.3999, -0.1587], [0.3460, 1.1999, -0.1096], [0.5901, 0.5762, -0.3219], [1.6069, -1.2481, -0.0935], [0.4976, 1.5117, -0.8017], [-0.3739, -3.3628, 0.2113], [0.0750, -0.0929, 0.1905], [-0.1687, -2.1136, 0.5775], [0.8891, 0.1061, 0.1183], [-0.4790, 0.9036, -1.4486], [2.1698, -1.2915, -0.7618], [-0.1358, 0.1525, -0.1269], [-2.9775, 0.9170, -3.3293], [3.3007, 0.4490, 0.0602], [-0.1805, 1.3349, -1.1909], [0.0464, -1.5577, -2.1178], [-0.4491, 0.4337, -0.9684], [-0.2989, -0.4361, 2.0431], [1.2801, -0.5129, 0.9021], [-1.1241, -0.9766, 0.6543], [-0.9022, -0.3828, 0.7445], [0.6905, 0.1042, 0.0338], [0.2340, -0.3432, -1.0865], [-0.5721, -0.2843, 0.2198], [-0.5238, 1.8219, -2.0425], [-0.1134, 0.1252, -0.0903], [-0.6217, -0.1425, 0.0714]]}